Computed, not measured: the molecule C3H5N3, with the ωB97M-V functional and the def2-TZVPD basis.

Structure (XYZ):
```
11
Properties=species:S:1:pos:R:3:forces:R:3:mulliken_charge:R:1
C 1.007 1.307 0.273 0.0 0.0 0.1 -0.7067
N 0.086 0.260 -0.126 0.0 -0.1 0.0 0.5449
C -0.333 -0.830 0.559 0.0 0.1 -0.1 0.1528
C -1.140 -1.491 -0.333 0.0 -0.1 0.0 -0.6277
N -1.168 -0.785 -1.493 0.1 0.0 0.1 -0.3699
N -0.425 0.269 -1.362 0.0 -0.1 0.1 -0.5349
H 0.598 2.272 -0.028 0.1 -0.1 0.0 0.2636
H 1.127 1.280 1.357 0.0 0.0 -0.2 0.2927
H 1.979 1.161 -0.206 -0.1 0.0 0.1 0.2732
H -0.040 -1.028 1.580 0.0 0.0 -0.2 0.3220
H -1.692 -2.415 -0.220 0.1 0.2 0.0 0.3899
```
Forces are in eV/Å.

Computed properties:
E_tot   -7661.2523 eV
Frontier orbital gap   10.61 eV
Structure (SMILES)   Cn1ccnn1
HOMO level   -9.753 eV
Largest force on an atom   0.3 eV/Å

=====

Computed, not measured: a 2-piece molecular cluster, C29H28NO2 overall at a distorted geometry, with the ωB97M-V functional and the def2-TZVPD basis.

Structure (XYZ):
```
60
Properties=species:S:1:pos:R:3:forces:R:3:mulliken_charge:R:1
N -1.184 -3.061 -0.323 -1.2 0.0 -0.4 -0.3789
C 0.032 -3.034 0.352 1.1 -0.1 0.3 0.3982
C 1.242 -3.110 -0.367 -0.3 0.0 0.5 -0.5302
C 2.459 -3.048 0.313 -0.1 0.1 0.3 -0.5800
C 2.487 -2.883 1.705 -0.2 0.0 -0.1 -0.5340
C 1.284 -2.791 2.419 0.0 -0.2 -0.3 -0.5106
C 0.059 -2.902 1.754 0.2 0.1 -0.4 0.1643
H -1.876 -3.736 -0.010 0.5 0.0 -0.2 0.2831
H -1.167 -2.974 -1.333 0.3 -0.3 0.3 0.2027
H 1.193 -3.262 -1.447 0.1 0.1 0.3 0.3530
H 3.395 -3.141 -0.239 -0.3 0.0 0.1 0.3813
H 3.444 -2.843 2.232 -0.4 0.0 -0.2 0.3688
H 1.304 -2.648 3.502 0.0 -0.1 -0.4 0.3788
H -0.889 -2.877 2.298 0.4 0.1 -0.1 0.0109
C -10.147 -5.134 -3.302 0.0 0.3 0.0 -0.7803
O -9.629 -3.808 -3.542 0.8 0.1 0.7 -0.4317
C -8.592 -3.379 -2.773 -0.3 -0.4 0.0 0.9046
C -7.890 -2.235 -3.219 -0.1 -0.3 0.1 -0.7721
C -6.756 -1.822 -2.553 -0.1 -0.1 0.1 -0.4482
C -6.333 -2.447 -1.354 0.0 -0.1 -0.1 -0.2424
C -5.134 -2.003 -0.646 -0.1 0.0 0.3 0.2809
C -4.073 -1.422 -1.393 0.1 0.1 -0.1 -0.2941
C -2.919 -0.856 -0.888 -0.7 0.2 0.0 -0.4291
C -1.907 -0.183 -1.667 0.8 0.2 -0.6 0.5346
C -0.784 0.367 -0.996 -0.5 0.0 -0.1 -0.2699
C 0.139 1.160 -1.666 0.0 0.0 -0.2 -0.7629
C -0.008 1.402 -3.040 -0.3 -0.4 0.3 -0.3715
C -1.060 0.794 -3.741 -0.1 -0.2 0.1 -0.7065
C -1.992 -0.008 -3.074 0.3 0.3 0.3 -0.3263
C -5.092 -2.142 0.807 -0.1 -0.2 0.3 0.2455
C -6.273 -1.996 1.588 0.0 0.0 -0.3 -0.1746
C -6.258 -2.058 2.961 0.6 -0.1 0.4 -1.1103
C -5.041 -2.317 3.639 0.3 -0.1 0.2 0.8502
O -5.073 -2.362 4.997 0.4 -0.2 -0.9 -0.4678
C -3.883 -2.813 5.690 -0.3 0.2 -0.1 -0.7571
C -3.860 -2.518 2.885 -0.3 0.0 0.4 -0.6982
C -3.901 -2.423 1.505 0.1 0.1 0.0 1.4623
C -7.091 -3.550 -0.892 0.1 0.1 0.1 -0.4754
C -8.190 -4.026 -1.580 -0.1 0.2 -0.5 -0.6240
H -10.973 -5.225 -4.007 0.1 -0.1 0.2 0.2551
H -9.380 -5.893 -3.511 -0.2 0.2 0.0 0.3570
H -10.511 -5.244 -2.271 0.0 0.1 -0.3 0.3060
H -8.245 -1.718 -4.106 0.1 -0.1 0.1 0.4408
H -6.197 -0.976 -2.947 -0.2 -0.1 0.1 0.4756
H -4.227 -1.390 -2.474 0.2 -0.2 0.4 0.4326
H -2.797 -0.768 0.189 0.0 -0.1 -0.3 0.5630
H -0.673 0.174 0.073 0.0 0.1 -0.2 0.3227
H 0.972 1.602 -1.117 -0.2 -0.2 -0.2 0.3976
H 0.705 2.044 -3.560 -0.2 -0.2 0.1 0.3957
H -1.153 0.956 -4.818 0.0 -0.1 0.4 0.3903
H -2.800 -0.488 -3.631 0.3 0.3 0.1 0.3597
H -7.222 -1.807 1.088 0.2 0.1 0.1 0.6365
H -7.160 -1.916 3.550 0.2 0.0 -0.1 0.4529
H -4.169 -2.789 6.742 0.2 0.0 -0.2 0.2626
H -3.617 -3.838 5.390 -0.1 0.3 0.1 0.3503
H -3.033 -2.138 5.512 -0.3 -0.1 0.1 0.3057
H -2.912 -2.737 3.385 -0.4 0.0 -0.2 0.3077
H -2.980 -2.586 0.947 -0.4 0.1 0.3 -0.9673
H -6.793 -4.076 0.013 0.0 0.2 -0.2 0.5360
H -8.735 -4.893 -1.207 0.3 0.3 -0.1 0.2766
```
Forces are in eV/Å.

Computed properties:
E_tot   -36105.1882 eV
Frontier orbital gap   5.68 eV
HOMO level   -10.562 eV
Largest force on an atom   1.2 eV/Å
Net charge   +1

=====

Computed, not measured: an isolated ion of composition C5H9N2 and charge +1 at a distorted geometry, with the ωB97M-V functional and the def2-TZVPD basis.

Structure (XYZ):
```
16
Properties=species:S:1:pos:R:3:forces:R:3:mulliken_charge:R:1
C 0.119 -1.289 -0.330 1.4 0.8 1.6 0.0577
C -1.529 1.308 -0.231 0.3 -0.9 -0.4 -0.5258
C -0.446 1.066 0.736 1.1 -2.4 -2.6 0.0997
C -1.555 0.082 0.777 3.1 3.2 -2.6 -0.4212
C 2.340 -0.115 -0.398 2.4 -3.9 -1.3 -0.8652
N 0.964 -0.261 -0.211 -5.9 -1.0 1.3 -0.2007
N -1.154 -1.095 0.192 2.7 -2.0 -1.7 -0.1395
H 0.439 -2.392 -0.625 -0.8 2.6 0.3 0.3627
H -2.042 2.260 -0.024 0.0 -0.6 -0.4 0.3127
H -1.447 0.887 -1.299 -0.1 1.2 1.8 0.2317
H 0.068 1.687 1.423 0.3 0.4 0.5 0.4570
H -2.108 -0.007 1.600 -2.4 -0.2 3.1 0.4488
H 2.739 -0.885 -1.264 -1.0 1.6 2.2 0.2992
H 2.505 0.807 -0.834 0.7 2.1 -0.5 0.3619
H 2.965 -0.319 0.516 -0.8 0.4 -0.8 0.3048
H -1.859 -1.735 -0.027 -0.9 -1.3 -0.4 0.2164
```
Forces are in eV/Å.

Computed properties:
E_tot   -8300.4569 eV
Frontier orbital gap   9.10 eV
HOMO level   -13.898 eV
Largest force on an atom   6.1 eV/Å
Net charge   +1

=====

Computed, not measured: a 6-piece molecular cluster, C54H114N6O6 overall at a distorted geometry, with the ωB97M-V functional and the def2-TZVPD basis.

Structure (XYZ):
```
180
Properties=species:S:1:pos:R:3:forces:R:3:mulliken_charge:R:1
C -2.659 -7.566 -0.261 0.7 -0.8 -0.5 -1.9292
C -3.887 -7.919 -1.129 0.2 1.4 1.0 1.3621
C -5.127 -7.292 -0.457 -1.0 -0.9 -0.6 -1.6790
C -3.616 -7.137 -2.500 -1.1 -1.3 0.5 -1.1143
C -4.416 -7.787 -3.643 0.3 0.4 -0.1 -0.7155
C -4.266 -9.306 -3.637 0.7 -0.5 0.7 -1.4869
C -4.723 -10.065 -2.303 2.6 0.3 -0.7 1.4527
C -6.224 -10.042 -2.328 -0.6 -1.2 -0.3 -1.7784
C -4.135 -11.578 -2.375 -1.1 1.1 0.2 -1.6207
N -4.008 -9.417 -1.171 0.6 2.1 -3.9 0.2382
O -4.329 -9.952 0.042 0.0 -0.5 1.1 -0.4502
H -1.769 -7.971 -0.742 0.1 -0.1 -0.3 0.5074
H -2.470 -6.493 -0.236 -0.4 0.1 0.4 0.3782
H -2.609 -8.034 0.722 -0.6 0.4 0.2 0.3599
H -5.460 -7.856 0.415 0.8 0.4 0.7 0.3647
H -5.063 -6.210 -0.341 0.2 -0.2 0.4 0.4203
H -6.031 -7.495 -1.031 0.0 0.3 -0.8 0.3633
H -3.881 -6.085 -2.401 -0.6 -0.1 0.4 0.4164
H -2.559 -7.005 -2.732 0.2 -1.0 -0.1 0.4299
H -5.459 -7.473 -3.680 -0.2 -0.1 0.5 0.3573
H -4.028 -7.347 -4.561 0.1 -0.4 -0.3 0.3971
H -3.212 -9.526 -3.809 0.3 0.0 0.3 0.4614
H -4.729 -9.782 -4.500 -0.5 0.1 0.1 0.5397
H -6.471 -10.772 -3.098 -0.2 0.0 -0.4 0.5279
H -6.667 -9.104 -2.663 0.1 0.1 0.5 0.3453
H -6.710 -10.488 -1.460 0.1 0.5 0.4 0.3590
H -3.766 -11.795 -3.377 -0.6 -0.2 -0.2 0.3807
H -4.958 -12.203 -2.031 0.1 -0.5 -0.5 0.3854
H -3.297 -11.855 -1.735 0.0 0.8 0.3 0.3481
H -3.468 -10.344 0.205 -0.2 -0.5 1.0 0.3795
C -0.151 -6.686 8.021 0.2 -0.7 -1.1 -1.4998
C -0.802 -7.222 9.312 0.1 0.4 -0.6 1.1751
C 0.129 -8.380 9.775 0.0 0.9 -0.1 -1.7762
C -0.785 -6.040 10.335 0.0 -0.9 -0.5 -1.1615
C -1.864 -4.993 10.090 -0.2 -0.2 0.3 -0.6952
C -3.215 -5.675 9.932 0.6 0.4 -0.6 -1.1758
C -3.282 -6.813 8.830 -1.4 1.3 2.7 1.6280
C -4.565 -7.559 9.276 0.0 -0.3 -0.7 -2.0114
C -3.441 -6.199 7.428 1.1 -0.9 0.0 -1.7064
N -2.182 -7.726 9.091 0.4 2.1 2.1 0.3388
O -2.265 -8.832 8.310 0.4 -1.4 -1.5 -0.5020
H 0.777 -6.159 8.241 0.1 -0.2 -0.1 0.3788
H 0.030 -7.553 7.387 0.6 -0.2 0.1 0.4341
H -0.690 -6.093 7.282 -0.6 0.5 0.8 0.2243
H 1.110 -7.918 9.892 0.2 0.0 0.0 0.3986
H -0.110 -8.821 10.743 -0.4 0.0 -0.1 0.4173
H 0.246 -9.141 9.004 -0.3 0.0 0.1 0.3924
H -0.901 -6.441 11.342 -0.6 -0.2 0.1 0.3919
H 0.221 -5.628 10.410 0.1 0.1 -0.5 0.4947
H -1.845 -4.397 11.002 -0.4 0.3 0.0 0.3521
H -1.857 -4.277 9.267 1.3 -0.2 -0.3 0.3560
H -3.861 -4.880 9.560 -0.6 -0.2 0.4 0.3776
H -3.483 -5.980 10.944 -0.6 -0.5 -0.3 0.4069
H -5.452 -6.930 9.203 0.1 0.1 -0.1 0.4035
H -4.485 -7.905 10.307 0.2 0.1 0.0 0.4343
H -4.737 -8.430 8.643 -0.2 -0.1 -0.1 0.4887
H -2.609 -5.517 7.253 -0.2 0.1 -0.2 0.2938
H -4.373 -5.694 7.179 -0.1 -0.1 0.5 0.4049
H -3.323 -7.057 6.767 0.0 0.2 -0.5 0.3711
H -2.779 -9.446 8.840 0.1 -0.3 0.0 0.3656
C 6.042 9.021 2.571 -0.2 2.0 -0.3 -1.8047
C 5.534 10.148 3.564 0.4 0.1 -0.9 1.2866
C 5.293 11.509 2.806 0.7 -0.6 -0.6 -1.7328
C 4.173 9.690 4.041 -0.7 -0.8 -0.2 -1.1240
C 3.685 10.389 5.249 0.4 0.8 0.9 -0.6876
C 4.674 10.276 6.392 0.2 1.1 0.4 -1.0851
C 6.083 10.895 5.989 0.7 -1.4 1.2 1.2771
C 6.121 12.433 6.028 0.3 -0.4 -1.5 -1.6097
C 7.120 10.392 7.133 -1.4 -0.2 -1.2 -1.8217
N 6.490 10.243 4.676 -2.2 -0.6 1.7 0.2972
O 7.737 10.625 4.219 0.7 0.7 -0.1 -0.4830
H 6.846 9.453 1.975 0.4 -0.3 0.2 0.4164
H 6.338 8.077 3.028 -0.1 0.3 0.2 0.4197
H 5.255 8.885 1.829 -0.2 -0.4 0.2 0.4064
H 4.587 12.189 3.283 0.0 -0.2 0.2 0.3478
H 6.201 12.067 2.579 0.3 -0.1 0.4 0.3621
H 4.910 11.282 1.811 -0.3 -0.1 0.0 0.4703
H 3.423 9.861 3.269 0.3 0.0 -0.5 0.4502
H 4.164 8.611 4.196 0.2 -0.2 0.2 0.4049
H 3.675 11.464 5.071 -0.3 0.2 -0.3 0.2426
H 2.661 10.147 5.533 0.1 -0.3 0.0 0.4038
H 4.707 9.315 6.905 0.5 -0.4 -0.6 0.3795
H 4.235 10.903 7.168 0.4 0.4 0.3 0.4377
H 5.410 12.867 5.325 -0.4 0.1 0.3 0.3199
H 7.073 12.681 5.558 0.3 0.2 0.3 0.3786
H 6.071 12.903 7.010 -0.2 -0.3 0.0 0.4120
H 6.741 10.797 8.071 0.2 0.0 0.1 0.4171
H 8.179 10.626 7.024 -0.2 0.5 -0.3 0.4044
H 7.052 9.305 7.161 -0.1 -0.1 0.1 0.4509
H 8.310 10.019 4.696 0.3 -0.1 -0.2 0.3634
C 5.854 -0.959 -4.319 -0.2 0.2 0.6 -1.9540
C 6.054 0.237 -5.252 0.6 0.6 -0.9 1.6677
C 7.233 -0.077 -6.189 0.5 0.4 0.5 -1.7843
C 4.869 0.421 -6.163 -1.6 0.3 -1.3 -1.1722
C 4.792 1.739 -7.005 2.1 -1.7 0.1 -0.7342
C 5.093 2.929 -6.142 -2.4 0.4 -0.2 -1.0675
C 6.249 2.867 -5.161 1.1 0.0 -0.4 1.7493
C 7.540 3.084 -5.950 0.6 0.2 0.0 -1.8759
C 6.089 4.011 -4.116 -0.4 -0.8 -0.3 -1.9305
N 6.193 1.523 -4.505 -1.1 0.1 1.0 0.2739
O 7.139 1.443 -3.451 0.9 -0.1 -0.7 -0.4920
H 5.832 -1.916 -4.840 -0.5 0.3 -0.5 0.3904
H 6.631 -1.169 -3.584 0.3 0.7 0.0 0.3901
H 4.938 -0.783 -3.755 -0.2 -0.3 0.0 0.4283
H 7.251 -1.097 -6.572 -0.1 -0.2 0.5 0.4594
H 7.234 0.532 -7.093 0.2 0.3 0.3 0.3118
H 8.078 0.128 -5.531 0.7 -0.2 -0.6 0.3674
H 4.886 -0.426 -6.849 -0.1 -0.1 -0.1 0.3897
H 3.902 0.369 -5.663 0.0 -0.1 0.5 0.3885
H 5.552 1.776 -7.785 0.4 -0.6 -0.2 0.3204
H 3.887 1.793 -7.611 -0.4 0.2 0.6 0.3926
H 4.155 3.058 -5.603 0.0 0.5 0.5 0.4022
H 5.130 3.717 -6.894 0.5 0.8 0.6 0.3801
H 7.453 2.612 -6.929 0.5 -0.2 0.2 0.3248
H 8.405 2.755 -5.375 0.0 -0.5 -0.2 0.3659
H 7.785 4.127 -6.150 -0.5 0.3 0.1 0.4532
H 5.206 3.703 -3.556 0.0 0.5 0.4 0.4888
H 5.933 4.970 -4.609 -0.4 -0.2 -0.3 0.4042
H 6.931 4.234 -3.461 0.1 -0.7 0.0 0.3413
H 6.664 1.450 -2.617 -0.5 0.0 -0.1 0.3207
C -2.820 1.294 -7.824 0.7 -0.8 0.2 -1.8504
C -4.287 1.584 -8.052 -0.5 0.4 -0.4 1.7765
C -5.118 0.328 -7.742 -0.4 0.9 0.4 -1.8645
C -4.773 2.753 -7.112 1.4 0.0 0.0 -1.1675
C -4.355 4.116 -7.621 -0.7 0.7 -1.3 -0.6794
C -4.956 4.293 -9.028 -0.2 -0.7 0.6 -1.2659
C -4.463 3.248 -10.081 -0.3 1.1 1.3 1.3432
C -5.391 3.430 -11.317 1.0 -1.0 0.1 -1.8257
C -3.027 3.728 -10.426 -0.9 -0.4 -0.9 -1.6723
N -4.562 1.876 -9.496 -1.4 1.5 0.0 0.0835
O -4.148 0.848 -10.390 0.1 0.9 0.8 -0.4590
H -2.072 2.009 -8.166 -0.3 0.4 0.1 0.2592
H -2.625 1.061 -6.777 0.0 0.2 0.1 0.4469
H -2.572 0.367 -8.342 0.0 -0.1 -0.2 0.4780
H -4.623 -0.577 -8.093 -0.4 0.0 0.1 0.3339
H -5.391 0.329 -6.686 0.6 -0.5 0.3 0.3997
H -6.098 0.503 -8.185 0.1 -0.4 -0.5 0.4648
H -5.829 2.748 -6.842 -0.2 -0.2 -0.6 0.3876
H -4.274 2.667 -6.146 0.1 -0.7 0.1 0.4435
H -4.694 4.917 -6.965 -0.4 -0.1 0.1 0.3718
H -3.294 4.354 -7.697 0.3 -0.8 0.2 0.3524
H -4.753 5.302 -9.387 -0.1 -0.1 -0.3 0.5019
H -6.036 4.155 -8.960 -0.2 0.2 0.1 0.3886
H -5.446 4.476 -11.619 0.4 -0.1 -0.2 0.3608
H -6.426 3.094 -11.245 0.1 -0.2 0.7 0.3847
H -4.906 2.779 -12.045 -0.3 0.4 -0.7 0.4243
H -3.121 4.732 -10.838 0.1 0.2 0.3 0.4142
H -2.661 3.173 -11.290 0.5 -0.4 0.2 0.4750
H -2.370 3.711 -9.557 0.1 0.0 -0.3 0.3288
H -3.214 1.048 -10.485 0.6 -0.4 -0.4 0.3656
C -3.125 0.187 0.786 -0.6 0.0 -0.1 -1.8654
C -2.335 0.847 1.927 0.4 -0.9 -0.1 1.1798
C -3.054 2.101 2.463 -0.4 -1.0 -0.5 -1.5784
C -2.365 -0.263 3.110 1.6 1.6 -0.6 -1.2022
C -1.270 0.069 4.179 -2.2 -0.4 -0.2 -0.7446
C 0.067 0.103 3.505 -0.7 1.3 -0.2 -1.0727
C 0.219 1.196 2.360 -1.0 -0.2 -0.4 1.4495
C 0.419 2.620 2.873 0.8 -0.1 1.2 -1.5826
C 1.467 0.738 1.634 0.9 -0.2 -1.1 -2.0016
N -0.962 1.146 1.422 0.1 -2.8 2.5 0.4708
O -0.948 1.988 0.318 0.2 0.2 0.1 -0.4851
H -4.085 -0.060 1.239 -0.3 0.0 -0.4 0.4107
H -3.294 0.753 -0.130 -0.1 0.7 0.3 0.3968
H -2.733 -0.739 0.367 0.5 -0.2 0.7 0.4208
H -3.222 2.832 1.671 0.6 0.3 0.2 0.3556
H -4.065 1.778 2.713 -0.1 0.1 0.5 0.4138
H -2.523 2.449 3.348 -0.3 0.4 -0.2 0.3281
H -3.390 -0.309 3.479 0.1 0.3 0.2 0.4862
H -2.137 -1.271 2.763 0.1 0.1 -0.5 0.3925
H -1.544 0.962 4.741 0.2 0.2 -0.1 0.3717
H -1.323 -0.753 4.893 0.3 0.0 0.2 0.3654
H 0.165 -0.914 3.126 0.7 0.2 -0.4 0.3657
H 0.817 0.328 4.263 0.3 -0.2 -0.2 0.4703
H -0.371 3.020 3.508 -0.3 -0.2 -0.2 0.2864
H 0.677 3.389 2.144 -0.3 -0.4 -0.5 0.3365
H 1.295 2.561 3.520 0.2 0.2 0.2 0.4394
H 1.768 1.433 0.850 -0.1 0.0 -0.2 0.4121
H 1.364 -0.254 1.194 -0.6 0.0 -0.3 0.4400
H 2.369 0.567 2.221 -0.2 0.6 0.7 0.3763
H -0.788 1.320 -0.352 0.1 0.4 -0.6 0.3638
```
Forces are in eV/Å.

Computed properties:
E_tot   -79060.9349 eV
Frontier orbital gap   8.32 eV
Structure (SMILES)   CC1(C)CCCC(C)(C)N1O.CC1(C)CCCC(C)(C)N1O.CC1(C)CCCC(C)(C)N1O.CC1(C)CCCC(C)(C)N1O.CC1(C)CCCC(C)(C)N1O.CC1(C)CCCC(C)(C)N1O
HOMO level   -7.976 eV
Largest force on an atom   4.5 eV/Å

=====

Computed, not measured: a 2-piece molecular cluster, C6H13N2 overall at a distorted geometry, with the ωB97M-V functional and the def2-TZVPD basis.

Structure (XYZ):
```
21
Properties=species:S:1:pos:R:3:forces:R:3:mulliken_charge:R:1
C -0.584 -1.856 -0.430 -0.2 0.8 -0.3 -0.4506
C 1.638 0.960 -0.775 -0.6 0.7 -1.9 0.0468
C -0.367 2.208 -0.765 8.0 -3.0 -2.6 0.3473
C 2.438 -0.168 -0.593 2.5 -3.1 -0.5 -0.9883
C -1.673 2.380 -0.385 -3.5 1.2 0.7 -0.9646
C -1.369 -1.411 1.714 -3.2 -0.7 0.2 -0.9437
N 0.397 1.086 -0.409 -5.7 3.8 0.1 -0.0638
N -0.797 -0.972 0.470 0.9 -1.3 -0.8 -0.1832
H -0.814 -2.908 -0.173 0.3 0.4 -0.7 0.2677
H 1.952 1.776 -1.366 1.0 0.8 -0.5 0.3559
H 0.280 2.682 -1.589 -1.9 0.5 1.4 0.2701
H 3.064 -0.451 -1.493 -0.3 1.0 0.9 0.3204
H 2.050 -1.198 -0.363 -0.2 1.5 0.6 0.3060
H 3.067 0.307 0.180 0.9 -1.4 0.2 0.2830
H -2.242 3.285 -0.586 0.3 -0.3 0.2 0.3244
H -2.125 1.548 0.092 -0.7 -0.5 0.3 0.3524
H -0.221 -1.517 -1.476 -0.6 -0.8 1.8 0.2928
H -2.350 -0.883 1.734 0.6 0.0 0.4 0.3144
H -0.941 -1.304 2.717 0.8 0.5 -0.8 0.3423
H -1.738 -2.447 1.617 0.6 0.1 0.1 0.2446
H -0.256 0.305 -0.011 0.9 -0.4 0.9 0.5262
```
Forces are in eV/Å.

Computed properties:
E_tot   -9400.3123 eV
Frontier orbital gap (spin up / spin down)   7.08 / 7.62 eV
⟨S²⟩   2.01
2S+1   3
HOMO level (spin up / spin down)   -10.366 / -14.544 eV
Largest force on an atom   8.9 eV/Å
Net charge   +1